1 | {"formula": "C4H8NOS", "method": "ωB97M-V/def2-TZVPD", "symbols": ["O", "C", "N", "C", "C", "S", "C", "H", "H", "H", "H", "H", "H", "H", "H"], "xyz": [[-1.534, 3.303, 0.405], [-0.996, 2.259, -0.165], [-0.747, 0.949, 0.333], [0.304, -0.006, 0.179], [-0.328, -1.266, -0.449], [0.983, -2.334, -0.992], [0.998, -0.304, 1.459], [-0.511, 2.188, -1.136], [-0.753, 1.249, 1.347], [1.174, 0.371, -0.504], [-0.970, -0.923, -1.270], [-0.955, -1.760, 0.264], [0.319, -0.297, 2.492], [1.784, -1.088, 1.431], [1.820, 0.440, 1.541]], "mulliken_charge": [-0.623, 0.053, -0.301, 0.553, -0.972, -0.656, -1.269, 0.363, 0.164, 0.187, 0.302, 0.270, 0.228, 0.353, 0.347], "multiplicity": 1, "total_charge": -1, "e_lumo_ev": 3.661, "smiles": "C[C@@H](C[S-])NC=O"}

2 | {"formula": "C4H8NOS", "method": "ωB97M-V/def2-TZVPD", "symbols": ["C", "N", "C", "O", "C", "C", "S", "H", "H", "H", "H", "H", "H", "H", "H"], "xyz": [[0.354, -0.978, 1.134], [1.212, -0.635, 0.051], [2.139, 0.368, 0.295], [2.901, 0.811, -0.601], [-1.069, -0.304, 1.393], [-1.609, 0.614, 0.367], [-1.760, 0.033, -1.410], [0.094, -2.002, 1.093], [0.993, -0.622, 2.071], [1.028, -0.848, -0.950], [2.103, 1.043, 1.139], [-1.874, -0.974, 1.368], [-1.228, 0.134, 2.353], [-2.542, 1.055, 0.559], [-1.001, 1.436, 0.255]], "mulliken_charge": [-0.455, -0.106, 0.008, -0.598, -0.506, -1.062, -0.714, 0.289, 0.188, 0.262, 0.314, 0.262, 0.406, 0.409, 0.302], "multiplicity": 1, "total_charge": -1, "e_lumo_ev": 3.765, "smiles": "O=CNCCC[S-]"}

So which one is most stable? That would be 2, about 11.1 kcal/mol below the next structure.

1 | {"formula": "C24H64O8", "method": "ωB97M-V/def2-TZVPD", "symbols": ["C", "C", "C", "O", "H", "H", "H", "H", "H", "H", "H", "H", "C", "C", "C", "O", "H", "H", "H", "H", "H", "H", "H", "H", "C", "C", "C", "O", "H", "H", "H", "H", "H", "H", "H", "H", "C", "C", "C", "O", "H", "H", "H", "H", "H", "H", "H", "H", "C", "C", "C", "O", "H", "H", "H", "H", "H", "H", "H", "H", "C", "C", "C", "O", "H", "H", "H", "H", "H", "H", "H", "H", "C", "C", "C", "O", "H", "H", "H", "H", "H", "H", "H", "H", "C", "C", "C", "O", "H", "H", "H", "H", "H", "H", "H", "H"], "xyz": [[3.564, -2.607, 0.189], [2.855, -3.245, -1.048], [2.725, -4.655, -1.002], [1.628, -2.646, -1.142], [3.607, -1.568, 0.127], [4.323, -2.968, 0.261], [3.153, -2.876, 1.146], [3.073, -2.649, -1.810], [1.986, -5.100, -0.216], [3.744, -5.012, -0.668], [2.405, -4.899, -1.896], [1.619, -1.712, -1.345], [-1.929, 0.573, -0.203], [-3.060, 1.568, -0.676], [-4.355, 0.828, -0.617], [-3.117, 2.825, -0.150], [-2.113, -0.240, -0.508], [-2.044, 0.311, 1.028], [-1.016, 0.958, -0.150], [-2.926, 1.703, -1.723], [-5.004, 1.404, -1.311], [-4.777, 0.747, 0.291], [-4.381, -0.163, -1.007], [-3.570, 3.339, -0.665], [-2.635, -2.578, -4.713], [-2.450, -2.921, -3.193], [-3.131, -1.826, -2.243], [-2.840, -4.274, -2.863], [-2.568, -1.572, -5.080], [-3.675, -2.718, -5.123], [-2.043, -3.218, -5.378], [-1.445, -2.876, -3.132], [-4.238, -1.955, -2.090], [-2.910, -0.783, -2.707], [-2.770, -2.041, -1.187], [-2.456, -4.764, -3.719], [3.921, 2.658, -2.259], [3.844, 2.017, -3.655], [5.077, 1.107, -4.053], [2.709, 1.252, -3.749], [4.647, 3.548, -2.295], [4.236, 1.926, -1.599], [3.063, 2.990, -1.841], [3.594, 2.839, -4.277], [5.021, 0.579, -4.986], [5.277, 0.391, -3.297], [6.156, 1.684, -3.995], [2.624, 0.803, -4.656], [0.007, 3.574, 2.187], [-1.381, 3.140, 2.560], [-1.345, 2.045, 3.653], [-2.064, 4.289, 3.039], [-0.218, 4.494, 1.514], [0.491, 2.719, 1.694], [0.487, 3.772, 3.080], [-1.755, 2.613, 1.463], [-0.606, 1.150, 3.669], [-2.277, 1.664, 3.795], [-1.103, 2.674, 4.549], [-3.098, 4.101, 3.114], [-0.038, 1.901, -1.450], [0.816, 0.949, -0.692], [-0.029, 0.133, 0.336], [1.442, 0.041, -1.574], [0.634, 2.274, -2.181], [-0.144, 3.013, -0.945], [-0.964, 1.489, -1.725], [1.636, 1.436, -0.164], [-0.588, 0.638, 0.918], [0.679, -0.390, 0.906], [-0.794, -0.471, -0.004], [1.807, 0.629, -2.027], [2.739, 0.888, 3.946], [3.774, 0.295, 3.047], [4.567, 1.363, 2.181], [4.737, -0.225, 3.948], [2.426, 0.102, 4.673], [2.099, 1.198, 3.253], [2.977, 1.793, 4.370], [3.308, -0.398, 2.376], [5.046, 2.104, 2.681], [4.069, 1.735, 1.465], [5.363, 0.763, 1.724], [4.700, -1.164, 4.155], [-2.950, -1.393, 2.562], [-4.379, -1.426, 2.997], [-5.293, -2.043, 1.886], [-4.501, -2.236, 4.081], [-2.044, -0.920, 3.425], [-2.807, -0.750, 1.530], [-2.268, -2.258, 2.320], [-4.594, -0.429, 3.253], [-5.080, -1.856, 0.804], [-6.259, -2.088, 2.176], [-5.318, -3.215, 2.063], [-5.307, -1.902, 4.554]], "mulliken_charge": [-2.429, 0.307, -1.548, -0.354, 0.218, 1.554, 0.379, 0.607, 0.289, 0.311, 0.500, 0.328, -0.451, -0.023, -1.735, -0.514, 0.087, -0.431, -0.195, 0.554, 0.428, 0.451, 0.134, 0.400, -1.552, 0.228, -0.740, -0.567, 0.389, 0.370, 0.388, 0.396, 0.376, 0.133, 0.200, 0.383, -1.398, 0.618, -1.267, -0.476, 0.380, 0.279, 0.447, 0.245, 0.395, 0.317, 0.282, 0.252, -1.211, 1.453, -1.171, -0.655, 0.274, -0.113, 0.536, -0.510, 0.055, 0.295, 0.424, 0.358, -1.078, 1.371, -1.300, -0.681, 0.818, 0.181, 0.012, -0.112, -0.502, 1.630, 0.518, -0.064, -0.685, 1.274, -1.669, -0.591, 0.284, -0.243, 0.422, -0.376, 0.543, 0.416, 0.348, 0.325, -0.847, 0.410, -1.273, -0.548, 0.119, 0.547, 0.476, 0.283, 0.114, 0.499, 0.349, 0.355], "multiplicity": 1, "e_lumo_ev": 0.338}

2 | {"formula": "C24H64O8", "method": "ωB97M-V/def2-TZVPD", "symbols": ["C", "C", "C", "O", "H", "H", "H", "H", "H", "H", "H", "H", "C", "C", "C", "O", "H", "H", "H", "H", "H", "H", "H", "H", "C", "C", "C", "O", "H", "H", "H", "H", "H", "H", "H", "H", "C", "C", "C", "O", "H", "H", "H", "H", "H", "H", "H", "H", "C", "C", "C", "O", "H", "H", "H", "H", "H", "H", "H", "H", "C", "C", "C", "O", "H", "H", "H", "H", "H", "H", "H", "H", "C", "C", "C", "O", "H", "H", "H", "H", "H", "H", "H", "H", "C", "C", "C", "O", "H", "H", "H", "H", "H", "H", "H", "H"], "xyz": [[-1.666, -3.111, 3.361], [-1.316, -1.650, 2.985], [-1.101, -0.827, 4.266], [-0.165, -1.516, 2.140], [-0.959, -3.573, 4.040], [-1.633, -3.691, 2.454], [-2.628, -3.120, 3.751], [-2.116, -1.163, 2.458], [-0.263, -1.304, 4.828], [-2.026, -0.839, 4.873], [-0.849, 0.152, 3.954], [-0.443, -0.728, 1.645], [-2.691, 1.050, -3.364], [-4.184, 0.909, -3.638], [-4.770, 0.208, -2.393], [-4.813, 2.169, -3.758], [-2.484, 1.684, -2.472], [-2.023, 1.465, -4.223], [-2.319, 0.012, -3.202], [-4.247, 0.252, -4.578], [-5.782, -0.171, -2.521], [-4.857, 0.994, -1.572], [-4.094, -0.556, -2.022], [-4.373, 2.685, -4.435], [3.921, 2.320, 4.493], [2.497, 2.743, 4.787], [1.578, 2.051, 3.842], [2.255, 2.611, 6.166], [4.224, 1.295, 4.777], [4.564, 3.085, 4.923], [4.189, 2.451, 3.441], [2.350, 3.834, 4.525], [1.699, 2.407, 2.827], [0.576, 2.343, 4.145], [1.577, 0.984, 3.888], [2.319, 1.661, 6.419], [-0.033, -4.600, -5.778], [-0.435, -3.834, -4.543], [0.782, -3.483, -3.788], [-1.007, -2.529, -4.929], [-0.857, -4.686, -6.492], [0.293, -5.617, -5.521], [0.797, -4.059, -6.216], [-1.081, -4.389, -3.878], [1.517, -4.258, -3.638], [0.560, -3.026, -2.814], [1.270, -2.690, -4.330], [-1.801, -2.726, -5.493], [0.574, -4.793, 0.795], [1.949, -4.032, 0.848], [2.170, -3.238, -0.418], [2.031, -3.131, 1.880], [0.458, -5.219, -0.176], [-0.196, -4.041, 0.972], [0.484, -5.457, 1.625], [2.757, -4.755, 0.912], [1.215, -2.756, -0.678], [2.472, -3.841, -1.277], [2.928, -2.489, -0.261], [1.285, -2.469, 1.855], [-3.714, 4.263, 1.210], [-3.264, 3.459, 2.422], [-4.023, 2.119, 2.789], [-1.817, 3.169, 2.472], [-4.697, 4.742, 1.427], [-3.796, 3.594, 0.303], [-2.943, 5.043, 0.985], [-3.363, 4.163, 3.300], [-3.328, 1.694, 3.526], [-4.174, 1.441, 1.919], [-4.975, 2.338, 3.258], [-1.311, 3.994, 2.302], [3.900, 0.834, -3.436], [4.401, 1.339, -2.095], [4.709, 2.822, -1.972], [3.474, 0.964, -1.036], [4.597, 1.127, -4.187], [2.893, 1.260, -3.650], [3.809, -0.243, -3.291], [5.318, 0.794, -1.893], [3.776, 3.371, -2.092], [5.484, 3.168, -2.709], [5.080, 3.095, -0.975], [3.813, 0.125, -0.690], [0.678, 2.508, -0.145], [-0.364, 1.337, -0.321], [0.315, 0.160, -1.014], [-0.736, 0.889, 0.983], [0.197, 3.253, 0.574], [1.033, 3.117, -1.007], [1.522, 2.091, 0.302], [-1.197, 1.757, -0.857], [0.694, 0.358, -2.022], [-0.417, -0.625, -1.038], [1.224, -0.149, -0.411], [-0.876, 1.631, 1.599]], "mulliken_charge": [-1.682, 0.722, -0.980, -0.048, 0.323, 0.352, 0.520, 0.243, 0.340, 0.399, -0.063, 0.005, -1.027, 0.588, -1.134, -0.533, 0.243, 0.302, 0.150, 0.183, 0.349, 0.159, 0.348, 0.320, -1.266, 0.318, -0.921, -0.554, 0.334, 0.363, 0.316, 0.255, 0.187, 0.244, 0.342, 0.344, -1.299, 0.583, -1.116, -0.516, 0.391, 0.344, 0.327, 0.229, 0.395, -0.042, 0.388, 0.296, -0.866, 0.079, -0.391, -0.561, 0.431, -0.113, 0.326, 0.439, -0.185, 0.456, 0.115, 0.471, -1.015, 0.403, -1.028, -0.409, 0.347, 0.099, 0.348, 0.255, 0.215, 0.188, 0.429, 0.197, -1.178, 0.536, -1.331, -0.331, 0.457, 0.211, 0.265, 0.272, 0.272, 0.350, 0.319, 0.188, -1.248, 1.514, -1.143, -0.210, 0.183, 0.315, 0.265, -0.525, 0.473, 0.410, -0.001, -0.315], "multiplicity": 1, "e_lumo_ev": 0.532, "smiles": "CC(C)O.CC(C)O.CC(C)O.CC(C)O.CC(C)O.CC(C)O.CC(C)O.CC(C)O"}

So which one is most stable? That would be 2, about 467.2 kcal/mol below the next structure.

1 | {"formula": "C8H23InNO5", "method": "ωB97M-V/def2-TZVPD", "symbols": ["In", "C", "C", "C", "O", "C", "N", "H", "H", "H", "H", "H", "H", "H", "H", "H", "H", "H", "C", "C", "O", "O", "H", "H", "H", "H", "H", "H", "C", "C", "O", "O", "H", "H", "H", "H", "H", "H"], "xyz": [[1.074, -1.364, -1.781], [-1.103, -2.941, 0.939], [-0.672, -1.528, 1.505], [-0.581, -1.701, 3.060], [-0.306, -0.512, 3.724], [0.034, -0.620, 5.110], [0.671, -1.232, 1.029], [-1.207, -2.972, -0.146], [-2.117, -2.938, 1.348], [-0.436, -3.734, 1.268], [-1.379, -0.773, 1.172], [0.318, -2.310, 3.283], [-1.460, -2.261, 3.418], [0.199, 0.436, 5.333], [1.002, -1.129, 5.217], [-0.715, -0.988, 5.815], [0.908, -0.250, 1.219], [1.313, -1.757, 1.637], [1.446, 1.840, -3.822], [0.264, 1.191, -4.505], [-0.349, 0.223, -3.651], [2.186, 0.738, -3.267], [0.961, 2.320, -2.960], [2.046, 2.570, -4.355], [0.538, 0.658, -5.430], [-0.476, 1.888, -4.915], [-1.171, -0.076, -4.070], [3.116, 0.996, -3.361], [-1.172, 1.689, -0.546], [0.093, 1.958, 0.243], [1.237, 1.326, -0.306], [-1.210, 0.292, -0.962], [-1.067, 2.196, -1.506], [-2.061, 2.059, -0.036], [-0.037, 1.821, 1.326], [0.114, 3.056, 0.291], [2.015, 1.661, 0.163], [-2.016, 0.169, -1.482]], "mulliken_charge": [1.283, -1.393, 0.464, -0.826, -0.160, -0.681, -0.141, 0.375, 0.432, 0.363, 0.268, 0.496, 0.418, 0.272, 0.373, 0.341, 0.217, 0.376, -0.170, -0.587, -0.343, -0.435, 0.013, 0.498, 0.349, 0.405, 0.289, 0.295, -0.433, -0.601, -0.486, -0.370, 0.350, 0.399, 0.365, 0.423, 0.302, 0.260], "multiplicity": 1, "total_charge": 3, "e_lumo_ev": -16.493}

2 | {"formula": "C8H23InNO5", "method": "ωB97M-V/def2-TZVPD", "symbols": ["In", "C", "C", "C", "O", "C", "N", "H", "H", "H", "H", "H", "H", "H", "H", "H", "H", "H", "C", "C", "O", "O", "H", "H", "H", "H", "H", "H", "C", "C", "O", "O", "H", "H", "H", "H", "H", "H"], "xyz": [[28.105, -25.226, 5.148], [28.861, -22.601, 1.979], [27.548, -23.407, 1.977], [27.743, -24.846, 1.403], [27.745, -25.856, 2.345], [27.501, -27.145, 1.728], [26.850, -23.360, 3.230], [29.526, -23.103, 2.697], [28.715, -21.599, 2.381], [29.296, -22.648, 0.984], [26.930, -22.915, 1.194], [28.613, -24.945, 0.731], [26.992, -24.922, 0.598], [27.497, -27.930, 2.480], [28.277, -27.445, 1.016], [26.583, -27.085, 1.143], [26.718, -22.374, 3.474], [25.923, -23.770, 3.031], [23.743, -25.050, 2.958], [24.594, -25.849, 3.914], [25.231, -25.051, 4.937], [24.473, -24.439, 1.926], [23.217, -24.326, 3.592], [22.989, -25.758, 2.598], [25.387, -26.412, 3.412], [23.993, -26.633, 4.377], [24.631, -24.951, 5.693], [24.005, -23.640, 1.645], [30.996, -26.806, 6.711], [30.355, -26.288, 8.027], [29.204, -25.469, 7.788], [29.967, -27.287, 5.827], [31.666, -27.643, 6.910], [31.659, -26.007, 6.369], [31.080, -25.761, 8.650], [29.949, -27.153, 8.556], [28.669, -25.513, 8.595], [30.252, -28.137, 5.465]], "mulliken_charge": [1.418, -1.291, 0.218, -0.703, -0.199, -0.909, -0.051, 0.310, 0.401, 0.419, 0.333, 0.572, 0.466, 0.325, 0.325, 0.394, 0.366, 0.115, -0.502, -0.183, -0.489, -0.517, 0.314, 0.403, -0.068, 0.550, 0.340, 0.317, -0.497, -0.342, -0.473, -0.478, 0.453, 0.271, 0.333, 0.379, 0.343, 0.337], "multiplicity": 1, "total_charge": 3, "e_lumo_ev": -16.304}

So which one is most stable? That would be 2, about 14.9 kcal/mol below the next structure.